1.
{
  "formula": "C5H4O3",
  "method": "wB97M-V/def2-TZVPD",
  "e_above_lowest_kj_mol": 487.5,
  "e_lumo_ev": 0.536,
  "homo_energy_ev": -9.5976,
  "smiles": "C#COC(=O)C(=C)O",
  "species": ["C", "C", "C", "O", "O", "C", "C", "O", "H", "H", "H", "H"],
  "xyz": [[0.396, -0.346, -0.312], [-1.282, -0.187, -0.083], [-1.981, -1.316, -0.024], [0.781, 0.680, 0.390], [-1.803, 1.060, -0.197], [2.262, 1.012, 0.166], [3.421, 1.250, 0.407], [0.909, -1.214, -0.959], [-2.583, 1.173, 0.371], [-3.066, -1.312, -0.039], [-1.514, -2.279, -0.205], [4.458, 1.479, 0.485]],
  "lowdin_charge": [-0.45, -0.28, 0.06, 0.07, 0.04, -0.02, 0.13, 0.15, 0.12, 0.07, 0.07, 0.04]
}

---

2.
{
  "formula": "C25H33O2PmTe",
  "method": "wB97M-V/def2-TZVPD",
  "e_above_lowest_kj_mol": 10.1,
  "e_lumo_ev": [0.020, 0.017],
  "multiplicity": 5,
  "homo_energy_ev": [-6.8598, -6.9162],
  "species": ["O", "C", "C", "H", "H", "C", "H", "H", "C", "H", "H", "H", "C", "H", "H", "H", "Pm", "C", "C", "C", "H", "C", "C", "H", "H", "H", "H", "C", "C", "C", "H", "C", "C", "H", "H", "H", "H", "O", "C", "C", "H", "H", "C", "H", "H", "C", "H", "H", "H", "H", "Te", "C", "C", "C", "C", "C", "C", "H", "H", "H", "H", "H"],
  "xyz": [[-0.300, 2.092, -1.763], [0.719, 2.789, -2.536], [-0.188, 4.024, -2.672], [0.927, 2.219, -3.453], [1.629, 2.980, -1.959], [-1.295, 3.095, -2.084], [-0.350, 4.412, -3.690], [0.082, 4.807, -1.961], [-2.301, 2.631, -3.113], [-1.869, 2.510, -4.111], [-3.057, 3.401, -3.171], [-2.785, 1.701, -2.798], [-2.027, 3.547, -0.836], [-1.375, 4.163, -0.192], [-2.406, 2.682, -0.273], [-2.902, 4.147, -1.122], [0.259, -0.964, 0.250], [0.976, 1.215, 2.180], [2.003, 0.265, 1.920], [2.742, 0.680, 0.761], [2.189, -0.633, 2.511], [2.091, 1.818, 0.237], [1.003, 2.170, 1.113], [0.387, 3.076, 1.070], [0.353, 1.255, 3.068], [3.711, 0.270, 0.441], [2.429, 2.377, -0.618], [-1.629, -0.844, 2.047], [-1.980, 0.348, 1.367], [-2.489, -0.005, 0.086], [-1.937, 1.349, 1.776], [-2.432, -1.427, -0.030], [-1.901, -1.949, 1.180], [-1.641, -2.989, 1.387], [-1.212, -0.906, 3.052], [-2.949, 0.690, -0.612], [-2.847, -2.005, -0.860], [0.094, -1.210, -1.946], [-0.418, -1.084, -3.375], [0.410, -2.016, -4.245], [-0.324, -0.030, -3.666], [-1.487, -1.336, -3.383], [1.076, -2.996, -3.285], [1.192, -1.451, -4.761], [-0.208, -2.518, -5.006], [1.037, -2.356, -1.876], [2.107, -3.265, -3.554], [0.498, -3.930, -3.272], [2.027, -2.025, -1.511], [0.602, -3.056, -1.148], [1.585, -3.549, 1.433], [1.347, -2.953, 3.418], [0.083, -3.019, 4.024], [-0.128, -2.310, 5.212], [0.908, -1.551, 5.774], [2.204, -1.630, 5.247], [2.439, -2.367, 4.084], [-0.718, -3.555, 3.540], [-1.097, -2.351, 5.702], [0.700, -0.901, 6.616], [3.022, -1.120, 5.746], [3.420, -2.409, 3.639]],
  "lowdin_charge": [-0.12, -0.15, -0.05, 0.12, 0.08, -0.57, 0.11, 0.11, -0.02, 0.09, 0.08, 0.08, -0.01, 0.09, 0.07, 0.09, 1.54, -0.20, -0.30, -0.20, 0.04, -0.17, -0.14, 0.09, 0.10, 0.10, 0.06, -0.24, -0.18, -0.16, 0.10, -0.21, -0.29, 0.07, 0.09, 0.08, 0.10, -0.37, -0.08, -0.15, 0.11, 0.13, -0.13, 0.12, 0.13, -0.26, 0.13, 0.12, 0.11, 0.01, 0.77, -0.71, -0.18, -0.10, -0.09, -0.09, -0.19, 0.08, 0.10, 0.10, 0.10, 0.09]
}

---

3.
{
  "formula": "C35H56Cl34FN2O3P",
  "method": "wB97M-V/def2-TZVPD",
  "e_lumo_ev": -0.890,
  "homo_energy_ev": -8.0038,
  "species": ["C", "C", "C", "C", "C", "C", "C", "N", "C", "O", "C", "C", "F", "C", "C", "C", "P", "C", "C", "C", "C", "O", "N", "C", "O", "H", "H", "H", "H", "H", "H", "H", "H", "H", "H", "H", "H", "H", "H", "H", "H", "H", "H", "H", "H", "H", "H", "C", "Cl", "Cl", "H", "H", "C", "Cl", "Cl", "H", "H", "C", "Cl", "Cl", "H", "H", "C", "Cl", "Cl", "H", "H", "C", "Cl", "Cl", "H", "H", "C", "Cl", "Cl", "H", "H", "C", "Cl", "Cl", "H", "H", "C", "Cl", "Cl", "H", "H", "C", "Cl", "Cl", "H", "H", "C", "Cl", "Cl", "H", "H", "C", "Cl", "Cl", "H", "H", "C", "Cl", "Cl", "H", "H", "C", "Cl", "Cl", "H", "H", "C", "Cl", "Cl", "H", "H", "C", "Cl", "Cl", "H", "H", "C", "Cl", "Cl", "H", "H", "C", "Cl", "Cl", "H", "H"],
  "xyz": [[0.583, -7.972, -2.920], [0.705, -6.573, -2.202], [-0.693, -5.816, -2.036], [-0.457, -4.735, -0.904], [-0.498, -5.240, 0.472], [-0.293, -4.334, 1.627], [-0.008, -2.925, 1.360], [0.205, -2.052, 2.540], [1.216, -2.419, 3.162], [2.077, -2.825, 3.814], [0.077, -2.366, -0.026], [0.439, -0.846, -0.103], [1.667, -0.747, -0.847], [-0.604, 0.075, -0.820], [0.192, 1.420, -1.237], [-0.177, -3.291, -1.164], [-0.147, -2.652, -2.950], [0.854, -3.790, -4.073], [-1.963, -2.671, -3.553], [-2.996, -2.134, -2.470], [-0.432, -5.140, 2.956], [-0.181, -4.863, 4.092], [-0.923, -6.428, 2.479], [-0.733, -6.672, 1.048], [-0.732, -7.754, 0.533], [0.094, -7.922, -3.927], [0.130, -8.712, -2.212], [1.644, -8.329, -3.110], [1.489, -5.950, -2.703], [1.073, -6.738, -1.143], [-1.067, -5.364, -2.989], [-1.466, -6.551, -1.657], [0.645, -0.386, 0.906], [-1.459, 0.413, -0.176], [-1.021, -0.334, -1.768], [0.979, 1.596, -0.421], [0.784, 1.186, -2.168], [-0.485, 2.293, -1.400], [1.175, -3.163, -4.953], [1.786, -4.061, -3.503], [0.314, -4.688, -4.488], [-2.300, -3.688, -3.873], [-2.020, -1.965, -4.431], [-2.553, -1.943, -1.457], [-3.388, -1.141, -2.845], [-3.888, -2.806, -2.332], [-1.931, -6.514, 2.678], [-2.069, 2.529, -3.857], [-2.574, 1.011, -3.112], [-1.551, 2.287, -5.530], [-2.902, 3.233, -3.846], [-1.232, 2.925, -3.283], [-2.841, -4.734, -7.127], [-4.176, -3.816, -6.422], [-1.475, -4.844, -6.007], [-3.187, -5.738, -7.359], [-2.511, -4.237, -8.035], [2.836, 4.490, 0.524], [3.718, 4.443, -1.010], [1.228, 3.772, 0.364], [3.396, 3.935, 1.265], [2.731, 5.525, 0.838], [1.098, 5.511, -3.635], [0.568, 3.985, -2.917], [1.621, 5.288, -5.308], [0.270, 6.216, -3.615], [1.931, 5.904, -3.055], [-4.150, 5.635, -5.381], [-3.440, 5.275, -3.803], [-5.089, 4.265, -5.987], [-4.805, 6.497, -5.285], [-3.352, 5.854, -6.086], [-2.382, -4.697, 6.940], [-3.626, -5.359, 5.873], [-2.467, -5.420, 8.553], [-1.404, -4.904, 6.511], [-2.528, -3.624, 7.027], [-6.301, -6.270, 9.237], [-7.425, -5.742, 7.976], [-6.918, -5.891, 10.849], [-6.162, -7.345, 9.157], [-5.350, -5.763, 9.096], [2.513, 4.011, 4.373], [3.787, 4.814, 3.444], [2.109, 2.437, 3.677], [2.859, 3.868, 5.394], [1.625, 4.637, 4.368], [7.804, 5.783, 4.548], [6.484, 5.973, 5.707], [7.207, 5.826, 2.884], [8.516, 6.593, 4.688], [8.292, 4.828, 4.723], [8.179, 8.865, 0.844], [7.336, 8.848, -0.709], [8.401, 10.519, 1.438], [7.593, 8.306, 1.569], [9.154, 8.400, 0.721], [-8.315, 3.452, -4.777], [-9.757, 2.923, -5.652], [-7.887, 2.313, -3.495], [-7.485, 3.523, -5.475], [-8.509, 4.425, -4.333], [-11.122, -5.371, 11.141], [-9.899, -5.576, 9.883], [-11.137, -3.714, 11.761], [-12.100, -5.599, 10.724], [-10.902, -6.051, 11.960], [11.779, 9.455, 1.489], [12.752, 10.095, 2.817], [11.381, 7.750, 1.750], [10.855, 10.026, 1.421], [12.341, 9.548, 0.564], [3.503, -1.147, 6.299], [2.079, -0.198, 6.747], [4.601, -1.343, 7.671], [3.181, -2.128, 5.962], [4.029, -0.635, 5.498], [-4.447, -8.364, 0.686], [-5.304, -8.435, -0.856], [-4.254, -6.694, 1.237], [-5.014, -8.916, 1.431], [-3.462, -8.809, 0.564], [5.928, 6.045, -4.041], [4.503, 6.994, -3.604], [7.013, 5.852, -2.661], [5.608, 5.063, -4.379], [6.459, 6.556, -4.841], [1.332, 8.459, -7.639], [-0.099, 9.403, -7.207], [2.420, 8.273, -6.260], [1.016, 7.473, -7.973], [1.862, 8.968, -8.439]],
  "lowdin_charge": [-0.11, -0.24, -0.14, -0.11, -0.01, 0.02, -0.09, 0.16, -0.29, 0.20, -0.05, -0.26, -0.07, -0.22, -0.21, -0.21, 0.99, -0.33, -0.43, -0.18, -0.34, 0.13, 0.12, -0.38, 0.11, 0.07, 0.07, 0.08, 0.08, 0.11, 0.06, 0.12, 0.14, 0.12, -0.01, 0.01, 0.08, 0.00, 0.04, 0.04, -0.05, 0.00, 0.07, 0.05, -0.02, 0.08, 0.10, -1.07, 0.64, 0.51, -0.10, -0.11, -0.98, 0.52, 0.60, 0.03, 0.03, -1.04, 0.52, 0.57, -0.06, 0.02, -0.97, 0.61, 0.49, 0.03, -0.03, -0.96, 0.60, 0.57, 0.03, 0.03, -1.02, 0.50, 0.52, 0.01, 0.03, -1.01, 0.48, 0.48, 0.03, -0.02, -0.97, 0.55, 0.51, 0.03, 0.03, -1.01, 0.50, 0.51, 0.03, 0.03, -1.03, 0.51, 0.54, -0.02, -0.04, -1.05, 0.50, 0.50, -0.06, 0.03, -1.02, 0.46, 0.50, 0.02, 0.03, -1.03, 0.51, 0.52, -0.05, 0.03, -1.04, 0.49, 0.51, 0.00, 0.03, -1.01, 0.51, 0.54, 0.03, 0.02, -1.00, 0.50, 0.49, 0.03, 0.03, -1.02, 0.49, 0.47, 0.02, 0.03]
}

---

4.
{
  "formula": "C4H10O2",
  "method": "wB97M-V/def2-TZVPD",
  "e_above_lowest_kj_mol": 63.6,
  "e_lumo_ev": 0.811,
  "homo_energy_ev": -10.0749,
  "smiles": "C[C@@H](O)CCO",
  "species": ["C", "C", "O", "C", "C", "O", "H", "H", "H", "H", "H", "H", "H", "H", "H", "H"],
  "xyz": [[0.474, 0.536, 1.970], [-0.111, 0.356, 0.580], [-0.260, 1.648, 0.018], [0.774, -0.527, -0.307], [0.072, -0.997, -1.583], [-0.722, 0.026, -2.190], [-0.135, 1.244, 2.540], [0.506, -0.416, 2.510], [1.491, 0.940, 1.901], [-1.104, -0.131, 0.681], [-0.401, 1.512, -0.933], [1.098, -1.415, 0.251], [1.676, 0.049, -0.549], [-0.556, -1.870, -1.364], [0.805, -1.307, -2.334], [-1.619, -0.062, -1.844]],
  "lowdin_charge": [-0.06, -0.47, -0.04, -0.15, -0.24, -0.08, 0.08, 0.08, 0.09, 0.14, 0.07, 0.12, 0.13, 0.12, 0.12, 0.10]
}

---

5.
{
  "formula": "C19H26ClN2NiO2P2S",
  "method": "wB97M-V/def2-TZVPD",
  "e_above_lowest_kj_mol": 0.0,
  "total_charge": 1,
  "e_lumo_ev": [-3.098, -3.620],
  "multiplicity": 3,
  "homo_energy_ev": [-11.0287, -11.0284],
  "species": ["Ni", "C", "P", "C", "C", "C", "P", "C", "C", "H", "H", "H", "H", "H", "H", "H", "H", "H", "H", "H", "H", "H", "H", "H", "H", "Cl", "C", "C", "C", "C", "C", "C", "C", "O", "O", "H", "H", "H", "H", "N", "C", "S", "C", "C", "C", "N", "C", "C", "H", "H", "H", "H", "H", "H"],
  "xyz": [[0.866, -1.236, -0.121], [0.410, -0.116, 3.394], [1.342, -1.073, 2.165], [1.398, -2.753, 2.848], [3.061, -0.451, 2.280], [3.930, -1.074, 1.179], [3.153, -0.872, -0.470], [3.559, 0.828, -0.962], [4.128, -1.925, -1.577], [0.876, -0.197, 4.377], [-0.608, -0.500, 3.459], [0.365, 0.935, 3.110], [1.778, -2.754, 3.870], [2.025, -3.394, 2.228], [0.391, -3.172, 2.834], [3.477, -0.650, 3.269], [3.020, 0.637, 2.165], [4.043, -2.148, 1.348], [4.934, -0.646, 1.181], [4.639, 0.979, -0.988], [3.116, 1.540, -0.266], [3.147, 1.026, -1.951], [5.190, -1.684, -1.513], [3.792, -1.780, -2.603], [3.979, -2.972, -1.316], [-5.405, 1.828, 0.048], [-4.349, 0.462, -0.165], [-3.317, 0.268, 0.740], [-2.449, -0.792, 0.541], [-2.616, -1.661, -0.529], [-3.693, -1.481, -1.389], [-4.556, -0.407, -1.223], [-1.646, -2.784, -0.806], [-2.015, -3.813, -1.312], [-0.387, -2.523, -0.510], [-3.203, 0.938, 1.581], [-1.628, -0.948, 1.230], [-3.840, -2.184, -2.199], [-5.382, -0.246, -1.902], [-3.197, 4.256, -1.384], [-2.263, 3.790, -2.229], [-1.897, 4.429, -3.687], [-1.470, 2.638, -1.708], [-0.800, 2.721, -0.491], [-0.032, 1.651, -0.081], [0.071, 0.521, -0.784], [-0.583, 0.440, -1.953], [-1.343, 1.473, -2.454], [-3.783, 5.011, -1.705], [-3.555, 3.674, -0.640], [-0.858, 3.614, 0.116], [0.514, 1.689, 0.854], [-0.496, -0.498, -2.488], [-1.836, 1.381, -3.412]],
  "lowdin_charge": [0.40, -0.23, 0.82, -0.23, -0.39, -0.39, 0.82, -0.24, -0.24, 0.06, 0.05, 0.04, 0.06, 0.05, 0.06, 0.10, 0.08, 0.09, 0.10, 0.06, 0.04, 0.05, 0.06, 0.05, 0.05, 0.70, -0.66, -0.10, -0.05, -0.15, 0.00, -0.08, -0.57, 0.11, -0.16, 0.11, 0.08, 0.13, 0.11, 0.11, -0.86, 0.73, -0.23, 0.01, -0.12, -0.03, -0.09, 0.01, 0.11, 0.06, 0.13, 0.10, 0.13, 0.13]
}